The following is a DFT calculation (wB97M-V/def2-TZVPD) of a 7-piece molecular cluster, C33H83N6O6 overall at a distorted geometry.

Results
F_max in hartree/bohr: 0.04887
HOMO energy in eV: -10.6
Charge: +1

Last columns: bonded neighbours and bond lengths (Å).
Positions of all 128 atoms, in Å:
1 N 0.72584 1.93910 -2.57345  C2 1.273, H16 1.023
2 C -0.38011 1.58399 -3.09487  N1 1.273, N3 1.442, N4 1.431
3 N -1.55336 1.66634 -2.25987  C2 1.442, H17 1.014, H18 1.011
4 N -0.58653 1.15865 -4.44585  C2 1.431, C5 1.474, H19 1.016
5 C 0.32949 0.07615 -4.84988  N4 1.474, C6 1.561, H20 1.110, H21 1.107
6 C 0.16724 -1.25146 -4.04412  C5 1.561, C7 1.580, H22 1.114, H23 1.105
7 C 1.24535 -2.27184 -4.58630  C6 1.580, C8 1.560, H24 1.112, H25 1.110
8 C 2.05921 -2.97531 -3.45642  C7 1.560, C9 1.569, H26 1.105, H27 1.116
9 C 1.18794 -3.54909 -2.28438  C8 1.569, C10 1.575, N15 1.497, H28 1.107
10 C 1.19029 -5.11715 -2.43272  C9 1.575, N11 1.510, H29 1.110, H30 1.104
11 N 0.60146 -5.84663 -1.24891  C10 1.510, N12 1.430, C13 1.491, H31 1.025
12 N -0.70627 -6.37840 -1.47892  N11 1.430, H32 1.020, H33 1.021
13 C 0.53820 -4.95672 -0.05417  N11 1.491, C14 1.571, H34 1.102, H35 1.111
14 C 1.90099 -4.17578 -0.01873  C13 1.571, N15 1.469, H36 1.105, H37 1.110
15 N 1.82567 -3.09357 -1.00879  C9 1.497, C14 1.469, H38 1.016
16 H 1.44129 1.85157 -3.29972  N1 1.023
17 H -2.37118 1.55539 -2.84840  N3 1.014
18 H -1.51502 0.96670 -1.53057  N3 1.011
19 H -1.52496 0.77778 -4.52361  N4 1.016
20 H 0.08232 -0.16079 -5.90553  C5 1.110
21 H 1.37648 0.42147 -4.75425  C5 1.107
22 H -0.81789 -1.69611 -4.31464  C6 1.114
23 H 0.20380 -1.12595 -2.94676  C6 1.105
24 H 1.98225 -1.70607 -5.19816  C7 1.112
25 H 0.78652 -2.99657 -5.29106  C7 1.110
26 H 2.85031 -2.32373 -3.04328  C8 1.105
27 H 2.57747 -3.84461 -3.92631  C8 1.116
28 H 0.13131 -3.21995 -2.30452  C9 1.107
29 H 0.56715 -5.35137 -3.32069  C10 1.110
30 H 2.18974 -5.54278 -2.62729  C10 1.104
31 H 1.22495 -6.62888 -1.02488  N11 1.025
32 H -0.65744 -7.25301 -2.00159  N12 1.020
33 H -1.05685 -6.62863 -0.55338  N12 1.021
34 H -0.30366 -4.24919 -0.11892  C13 1.102
35 H 0.47707 -5.52956 0.89584  C13 1.111
36 H 2.09820 -3.75534 0.98380  C14 1.105
37 H 2.77132 -4.81678 -0.27218  C14 1.110
38 H 1.25087 -2.35590 -0.61165  N15 1.016
39 C 1.06333 -0.97281 5.21408  C40 1.519, H44 1.092, H45 1.091, H46 1.092
40 C 1.91755 -1.73754 4.21787  C39 1.519, O41 1.419, H47 1.092, H48 1.095
41 O 1.60800 -1.44783 2.86355  C40 1.419, C42 1.422
42 C 1.78202 -0.09687 2.45503  O41 1.422, C43 1.517, H49 1.094, H50 1.092
43 C 3.21272 0.39375 2.57761  C42 1.517, H51 1.091, H52 1.091, H53 1.092
44 H 0.00202 -1.12099 5.00275  C39 1.092
45 H 1.26987 -1.31158 6.22988  C39 1.091
46 H 1.25904 0.10030 5.17303  C39 1.092
47 H 1.74015 -2.80736 4.34775  C40 1.092
48 H 2.98314 -1.57333 4.40839  C40 1.095
49 H 1.09264 0.55647 2.99841  C42 1.094
50 H 1.48526 -0.05425 1.40471  C42 1.092
51 H 3.53429 0.44108 3.61945  C43 1.091
52 H 3.30989 1.39487 2.15516  C43 1.091
53 H 3.89833 -0.27679 2.05562  C43 1.092
54 C -2.66899 3.09959 5.88943  C55 1.519, H59 1.092, H60 1.091, H61 1.092
55 C -3.07032 1.64067 5.75824  C54 1.519, O56 1.418, H62 1.091, H63 1.097
56 O -3.92798 1.38326 4.65894  C55 1.418, C57 1.415
57 C -3.40441 1.68369 3.37950  O56 1.415, C58 1.519, H64 1.095, H65 1.091
58 C -2.16268 0.88216 3.03055  C57 1.519, H66 1.092, H67 1.092, H68 1.092
59 H -3.55175 3.74122 5.90974  C54 1.092
60 H -2.09989 3.25701 6.80641  C54 1.091
61 H -2.04878 3.42346 5.05040  C54 1.092
62 H -3.62385 1.34340 6.65018  C55 1.091
63 H -2.18599 0.99398 5.71153  C55 1.097
64 H -3.21709 2.75821 3.28511  C57 1.095
65 H -4.19366 1.44324 2.66536  C57 1.091
66 H -1.32021 1.14322 3.67473  C58 1.092
67 H -1.86263 1.07364 1.99779  C58 1.092
68 H -2.34739 -0.18762 3.15205  C58 1.092
69 C -3.06443 7.41507 3.86331  C70 1.519, H74 1.092, H75 1.091, H76 1.092
70 C -4.17311 6.67926 4.59638  C69 1.519, O71 1.417, H77 1.092, H78 1.095
71 O -3.96033 6.57869 5.99396  C70 1.417, C72 1.418
72 C -3.87533 7.80234 6.70536  O71 1.418, C73 1.518, H79 1.095, H80 1.091
73 C -5.13825 8.64144 6.62336  C72 1.518, H81 1.092, H82 1.091, H83 1.091
74 H -2.09343 6.97100 4.09252  C69 1.092
75 H -3.22637 7.36963 2.78536  C69 1.091
76 H -3.01942 8.46718 4.15087  C69 1.092
77 H -4.22338 5.65506 4.22112  C70 1.092
78 H -5.14777 7.13446 4.39088  C70 1.095
79 H -3.00134 8.37465 6.37764  C72 1.095
80 H -3.69686 7.53346 7.74751  C72 1.091
81 H -5.32087 8.99794 5.60766  C73 1.092
82 H -5.05673 9.51551 7.27170  C73 1.091
83 H -6.00915 8.05761 6.92672  C73 1.091
84 C 6.81024 -1.71823 0.15907  C85 1.520, H89 1.093, H90 1.091, H91 1.092
85 C 7.31304 -0.45425 0.83664  C84 1.520, O86 1.416, H92 1.091, H93 1.095
86 O 6.92795 -0.34607 2.19479  C85 1.416, C87 1.418
87 C 7.38980 -1.36763 3.06280  O86 1.418, C88 1.518, H94 1.096, H95 1.091
88 C 8.90317 -1.44800 3.15582  C87 1.518, H96 1.092, H97 1.091, H98 1.091
89 H 5.72826 -1.81338 0.28041  C84 1.093
90 H 7.04406 -1.69649 -0.90642  C84 1.091
91 H 7.26827 -2.61375 0.58416  C84 1.092
92 H 6.88446 0.41253 0.33088  C85 1.091
93 H 8.39996 -0.36491 0.74008  C85 1.095
94 H 6.96174 -2.33475 2.77654  C87 1.096
95 H 6.98746 -1.13001 4.04884  C87 1.091
96 H 9.35021 -1.75577 2.20844  C88 1.092
97 H 9.19964 -2.17505 3.91377  C88 1.091
98 H 9.32507 -0.47590 3.41605  C88 1.091
99 C -3.10150 7.41978 -3.91999  C100 1.519, H104 1.092, H105 1.091, H106 1.092
100 C -2.88890 7.11875 -2.44622  C99 1.519, O101 1.416, H107 1.091, H108 1.095
101 O -3.06593 5.75375 -2.11282  C100 1.416, C102 1.419
102 C -2.19059 4.83610 -2.74984  O101 1.419, C103 1.517, H109 1.097, H110 1.086
103 C -0.72878 5.07772 -2.42354  C102 1.517, H111 1.093, H112 1.087, H113 1.091
104 H -4.07340 7.04779 -4.25047  C99 1.092
105 H -3.05776 8.49509 -4.09823  C99 1.091
106 H -2.33989 6.94609 -4.54267  C99 1.092
107 H -3.62707 7.67092 -1.86208  C100 1.091
108 H -1.90511 7.46750 -2.11417  C100 1.095
109 H -2.35843 4.83593 -3.83376  C102 1.097
110 H -2.47491 3.85032 -2.39335  C102 1.086
111 H -0.37898 6.03064 -2.82787  C103 1.093
112 H -0.10789 4.29133 -2.84624  C103 1.087
113 H -0.57475 5.10393 -1.34328  C103 1.091
114 C -1.23871 -8.73809 -5.10587  C115 1.520, H119 1.091, H120 1.093, H121 1.091
115 C -0.96346 -7.26971 -5.38595  C114 1.520, O116 1.410, H122 1.094, H123 1.098
116 O -1.17118 -6.89816 -6.72983  C115 1.410, C117 1.421
117 C -2.49036 -7.06817 -7.23002  O116 1.421, C118 1.518, H124 1.094, H125 1.090
118 C -3.53017 -6.24261 -6.49332  C117 1.518, H126 1.092, H127 1.091, H128 1.092
119 H -0.67042 -9.37087 -5.78901  C114 1.091
120 H -0.96071 -8.99146 -4.07947  C114 1.093
121 H -2.29408 -8.98176 -5.23525  C114 1.091
122 H 0.08945 -7.06205 -5.17250  C115 1.094
123 H -1.55122 -6.62511 -4.71852  C115 1.098
124 H -2.76229 -8.12813 -7.23616  C117 1.094
125 H -2.45982 -6.75078 -8.27246  C117 1.090
126 H -3.65083 -6.57341 -5.45913  C118 1.092
127 H -4.50068 -6.32891 -6.98348  C118 1.091
128 H -3.24027 -5.19027 -6.46883  C118 1.092